C35H93N11O9 | the ωB97M-V functional and the def2-TZVPD basis

Geometry (Å):
1 C 19.078 9.808 -10.397
2 C 18.169 10.928 -9.857
3 C 18.083 11.021 -8.345
4 C 19.448 11.635 -7.822
5 C 19.571 13.053 -8.184
6 C 19.566 13.127 -9.745
7 N 18.537 12.261 -10.397
8 O 18.689 12.176 -11.789
9 C 19.105 14.555 -10.127
10 C 21.053 12.941 -10.305
11 C 16.639 10.685 -10.216
12 H 18.856 8.772 -10.142
13 H 20.135 9.875 -10.140
14 H 18.972 9.806 -11.481
15 H 17.210 11.534 -7.942
16 H 17.964 9.997 -7.991
17 H 20.344 11.107 -8.148
18 H 19.277 11.567 -6.748
19 H 20.546 13.270 -7.748
20 H 18.819 13.662 -7.684
21 H 18.097 14.693 -9.736
22 H 19.715 15.288 -9.599
23 H 19.143 14.707 -11.206
24 H 21.754 13.578 -9.764
25 H 21.404 11.916 -10.191
26 H 21.081 13.103 -11.382
27 H 16.494 10.424 -11.264
28 H 16.006 11.481 -9.821
29 H 16.333 9.741 -9.766
30 H 18.038 12.758 -12.188
31 C 19.920 7.421 -0.337
32 C 19.453 7.655 1.058
33 C 20.203 8.776 1.824
34 O 21.566 8.803 1.454
35 C 22.323 9.814 1.978
36 N 18.026 7.994 0.989
37 H 19.731 8.317 -0.928
38 H 19.388 6.567 -0.756
39 H 20.947 7.055 -0.314
40 H 19.548 6.756 1.666
41 H 20.091 8.677 2.903
42 H 19.649 9.674 1.550
43 H 21.922 10.789 1.701
44 H 23.365 9.712 1.675
45 H 22.296 9.842 3.067
46 H 17.351 7.327 0.641
47 H 17.844 8.030 1.981
48 C 14.001 4.648 -2.275
49 C 14.503 3.148 -2.572
50 C 14.272 2.886 -4.132
51 O 12.938 2.968 -4.699
52 C 12.868 2.612 -6.016
53 N 15.879 3.065 -2.187
54 H 14.404 5.340 -3.015
55 H 14.283 5.021 -1.290
56 H 12.915 4.729 -2.224
57 H 13.880 2.527 -1.928
58 H 14.587 1.864 -4.345
59 H 15.003 3.601 -4.509
60 H 13.411 3.253 -6.710
61 H 11.876 2.951 -6.314
62 H 12.985 1.537 -6.153
63 H 15.817 3.338 -1.217
64 H 16.380 3.831 -2.615
65 C 22.336 7.780 -9.891
66 C 22.217 6.384 -9.223
67 C 20.743 5.866 -9.397
68 O 19.928 6.565 -8.452
69 C 18.587 6.203 -8.567
70 N 23.160 5.583 -9.938
71 H 23.325 8.236 -9.837
72 H 21.593 8.505 -9.561
73 H 22.237 7.708 -10.974
74 H 22.540 6.382 -8.182
75 H 20.608 4.817 -9.134
76 H 20.459 6.064 -10.430
77 H 17.945 6.893 -8.021
78 H 18.496 5.190 -8.174
79 H 18.230 6.176 -9.597
80 H 24.010 6.098 -10.119
81 H 23.481 4.812 -9.369
82 C 12.063 7.021 -5.200
83 C 12.278 7.982 -6.336
84 C 13.850 8.197 -6.385
85 O 14.230 9.117 -7.413
86 C 13.956 10.489 -7.176
87 N 11.782 7.405 -7.552
88 H 12.632 7.413 -4.358
89 H 12.426 6.020 -5.433
90 H 11.031 6.879 -4.877
91 H 11.763 8.909 -6.081
92 H 14.380 7.266 -6.586
93 H 14.289 8.482 -5.429
94 H 14.469 10.996 -6.359
95 H 12.882 10.650 -7.087
96 H 14.272 11.115 -8.011
97 H 12.323 8.016 -8.148
98 H 10.800 7.619 -7.651
99 C 21.625 8.558 -5.637
100 C 22.004 7.106 -5.355
101 C 22.160 6.772 -3.904
102 O 23.420 7.216 -3.528
103 C 23.364 7.934 -2.250
104 N 21.028 6.256 -5.979
105 H 20.755 9.023 -5.172
106 H 21.581 8.778 -6.703
107 H 22.388 9.193 -5.187
108 H 23.021 7.059 -5.744
109 H 22.194 5.683 -3.860
110 H 21.268 6.933 -3.298
111 H 23.080 7.157 -1.540
112 H 22.654 8.761 -2.222
113 H 24.283 8.413 -1.914
114 H 20.783 6.452 -6.939
115 H 20.187 6.213 -5.420
116 C 17.358 4.779 -5.264
117 C 17.763 6.274 -4.768
118 C 16.650 7.017 -4.052
119 O 16.961 8.385 -3.836
120 C 17.069 9.129 -5.006
121 N 18.998 6.129 -3.996
122 H 17.878 4.351 -6.121
123 H 16.310 4.767 -5.564
124 H 17.520 4.143 -4.393
125 H 17.957 6.831 -5.685
126 H 16.470 6.578 -3.071
127 H 15.745 7.061 -4.659
128 H 18.103 9.412 -5.202
129 H 16.474 10.041 -5.056
130 H 16.735 8.643 -5.922
131 H 19.282 6.994 -3.559
132 H 18.795 5.559 -3.188
133 C 19.566 3.072 -2.450
134 O 18.857 3.840 -1.804
135 N 20.247 3.278 -3.442
136 N 19.648 1.807 -2.129
137 H 20.225 4.170 -3.915
138 H 20.919 2.600 -3.772
139 H 19.078 1.403 -1.399
140 H 20.102 1.150 -2.748
141 C 14.848 9.022 -1.015
142 O 13.945 8.468 -1.559
143 N 15.968 9.321 -1.642
144 N 14.942 9.091 0.290
145 H 16.120 9.118 -2.619
146 H 16.827 9.397 -1.117
147 H 14.197 8.666 0.824
148 H 15.805 9.373 0.732

The total energy is -72607.45004 eV. As for the LUMO energy (alpha / beta): -2.60 / -7.03 eV. As for the spin multiplicity: 2. For the maximum force, the calculation gives 10.557 eV/Å. The charge is +1.


C35H93N7O14PSn2 | the ωB97M-V functional and the def2-TZVPD basis

Geometry (Å):
1 Sn 1.828 2.651 -1.307
2 Sn 1.157 -1.653 -2.317
3 P -0.457 0.460 0.122
4 O 0.661 -0.569 0.493
5 O -1.708 -0.221 0.630
6 O -0.416 0.729 -1.410
7 O -0.190 1.769 0.890
8 C -2.536 5.731 -0.823
9 C -2.360 4.255 -0.285
10 C -3.365 3.276 -0.999
11 O -1.131 3.734 -0.543
12 H -2.428 5.838 -1.902
13 H -1.725 6.349 -0.436
14 H -3.526 6.117 -0.584
15 H -2.475 4.193 0.797
16 H -3.153 2.294 -0.577
17 H -3.122 3.276 -2.061
18 H -4.409 3.486 -0.768
19 H -1.113 2.862 -0.141
20 C -1.587 3.374 3.671
21 O -2.517 2.291 3.769
22 C -3.450 2.085 2.660
23 C -4.193 0.764 2.796
24 N -3.272 -0.400 2.615
25 C -3.925 -1.688 2.759
26 C -3.635 -2.249 4.148
27 O -2.304 -2.477 4.492
28 C -2.230 -3.295 5.724
29 H -0.965 3.304 2.779
30 H -0.976 3.304 4.571
31 H -2.064 4.341 3.510
32 H -2.761 2.030 1.817
33 H -4.115 2.927 2.470
34 H -4.993 0.596 2.075
35 H -4.664 0.777 3.778
36 H -2.804 -0.313 1.724
37 H -3.630 -2.343 1.939
38 H -5.013 -1.658 2.702
39 H -4.238 -3.156 4.192
40 H -4.146 -1.602 4.861
41 H -1.192 -3.576 5.901
42 H -2.860 -4.184 5.738
43 H -2.374 -2.651 6.591
44 C 1.379 -5.360 -7.348
45 O 2.219 -4.303 -7.010
46 C 2.488 -4.172 -5.591
47 C 3.618 -3.100 -5.354
48 N 3.690 -2.758 -3.917
49 C 4.535 -3.605 -3.161
50 C 4.573 -3.338 -1.679
51 O 3.307 -3.345 -1.056
52 C 3.373 -2.982 0.286
53 H 1.846 -6.291 -7.028
54 H 1.106 -5.468 -8.397
55 H 0.467 -5.336 -6.751
56 H 2.876 -5.120 -5.220
57 H 1.638 -3.741 -5.061
58 H 3.342 -2.200 -5.904
59 H 4.593 -3.494 -5.639
60 H 3.995 -1.796 -3.895
61 H 5.555 -3.507 -3.531
62 H 4.178 -4.628 -3.287
63 H 5.000 -2.355 -1.482
64 H 5.183 -4.119 -1.225
65 H 2.638 -2.207 0.504
66 H 4.316 -2.671 0.736
67 H 3.114 -3.811 0.945
68 C -2.485 1.658 -4.687
69 C -0.986 1.803 -4.762
70 C -0.588 3.178 -4.198
71 O 0.849 3.431 -4.052
72 C 1.511 3.502 -5.280
73 N -0.309 0.765 -4.006
74 H -2.893 2.493 -5.256
75 H -2.771 1.731 -3.638
76 H -2.767 0.683 -5.084
77 H -0.562 1.775 -5.766
78 H -0.992 3.200 -3.186
79 H -1.032 3.996 -4.765
80 H 1.136 4.324 -5.890
81 H 1.368 2.633 -5.924
82 H 2.555 3.777 -5.129
83 H 0.686 0.928 -4.065
84 H -0.451 0.813 -3.007
85 C -4.187 -2.869 -1.840
86 C -3.513 -1.602 -2.370
87 C -4.297 -0.316 -1.959
88 O -5.462 -0.084 -2.758
89 C -6.051 1.164 -2.678
90 N -2.187 -1.532 -1.706
91 H -5.008 -3.166 -2.493
92 H -4.567 -2.848 -0.818
93 H -3.485 -3.700 -1.913
94 H -3.414 -1.599 -3.456
95 H -3.616 0.534 -2.000
96 H -4.487 -0.439 -0.893
97 H -6.459 1.304 -1.677
98 H -6.913 1.146 -3.346
99 H -5.452 2.062 -2.829
100 H -2.230 -1.136 -0.778
101 H -1.749 -0.689 -2.051
102 C 5.294 1.313 1.642
103 C 4.212 0.219 1.863
104 C 3.813 -0.011 3.336
105 O 5.001 -0.159 4.161
106 C 4.716 -0.307 5.505
107 N 3.130 0.675 0.977
108 H 6.202 1.079 2.199
109 H 4.885 2.253 2.014
110 H 5.539 1.405 0.584
111 H 4.686 -0.648 1.401
112 H 3.152 -0.877 3.357
113 H 3.160 0.812 3.624
114 H 4.051 0.494 5.829
115 H 5.589 -0.149 6.138
116 H 4.243 -1.284 5.602
117 H 2.308 0.092 1.043
118 H 3.366 0.450 0.021
119 C 3.138 3.566 4.419
120 C 2.122 3.842 3.264
121 C 2.676 4.658 2.096
122 O 1.770 4.688 0.996
123 C 0.699 5.652 1.123
124 N 1.662 2.526 2.796
125 H 2.809 2.843 5.165
126 H 3.395 4.525 4.868
127 H 4.034 3.224 3.901
128 H 1.253 4.388 3.632
129 H 3.457 4.012 1.696
130 H 3.117 5.638 2.280
131 H 1.027 6.598 1.552
132 H -0.172 5.299 1.675
133 H 0.385 5.937 0.119
134 H 0.954 2.419 2.083
135 H 2.404 1.974 2.391
136 C -1.857 -4.723 0.982
137 C -0.909 -3.616 1.403
138 C 0.241 -4.098 2.340
139 O 0.835 -3.019 3.060
140 C 1.827 -3.510 4.025
141 N -0.377 -2.992 0.219
142 H -2.300 -5.195 1.858
143 H -1.340 -5.635 0.683
144 H -2.684 -4.525 0.300
145 H -1.553 -2.850 1.835
146 H 0.990 -4.604 1.731
147 H -0.113 -4.787 3.107
148 H 2.228 -4.511 3.867
149 H 1.525 -3.439 5.070
150 H 2.690 -2.851 4.122
151 H -1.195 -2.629 -0.249
152 H 0.069 -2.151 0.558

The total energy is -97835.47889 eV. As for the energy above the lowest of the compared OMol25 structures with the same formula, charge and spin: 0.0 kJ/mol. As for the LUMO energy: -5.83 eV. For the maximum force, the calculation gives 3.972 eV/Å. The charge is +1.


C35H97Br12N19O18P4 | the ωB97M-V functional and the def2-TZVPD basis

Geometry (Å):
1 C 7.490 4.230 2.784
2 N 6.108 4.038 3.210
3 O 5.857 4.551 4.323
4 O 5.377 3.344 2.592
5 H 7.935 5.112 3.244
6 H 7.400 4.413 1.713
7 H 8.126 3.352 2.895
8 C -0.394 -4.752 9.636
9 N -1.275 -5.990 9.762
10 O -1.656 -6.503 8.699
11 O -1.459 -6.454 10.925
12 H -0.994 -3.965 9.180
13 H 0.459 -4.990 9.001
14 H -0.072 -4.470 10.639
15 C 1.200 5.576 7.067
16 N 0.522 6.533 6.113
17 O -0.229 6.004 5.277
18 O 0.760 7.766 6.180
19 H 0.447 4.911 7.490
20 H 1.528 6.180 7.913
21 H 2.044 4.990 6.705
22 C 7.743 -0.028 -1.707
23 N 7.812 -1.516 -1.525
24 O 8.443 -2.120 -2.389
25 O 7.408 -1.974 -0.456
26 H 8.783 0.291 -1.643
27 H 7.211 0.495 -0.913
28 H 7.225 0.033 -2.664
29 C 2.900 -7.595 7.457
30 N 3.589 -6.499 6.747
31 O 3.943 -5.486 7.335
32 O 3.867 -6.718 5.588
33 H 1.871 -7.464 7.124
34 H 2.977 -7.288 8.500
35 H 3.332 -8.581 7.283
36 C -4.903 5.167 3.168
37 N -6.187 5.988 3.380
38 O -6.878 6.296 2.434
39 O -6.578 6.174 4.520
40 H -4.129 5.841 2.801
41 H -5.039 4.329 2.485
42 H -4.518 4.766 4.106
43 C 1.193 2.429 13.132
44 N 0.794 1.166 12.548
45 O 0.917 0.975 11.298
46 O 0.413 0.325 13.354
47 H 1.960 2.265 13.889
48 H 0.429 2.931 13.725
49 H 1.290 3.204 12.372
50 O -0.006 -3.421 4.617
51 P -0.644 -2.569 3.592
52 N 0.410 -1.636 2.600
53 C 0.090 -0.377 1.877
54 C 1.754 -2.122 2.414
55 N -1.748 -1.412 4.226
56 C -3.151 -1.732 4.403
57 C -1.190 -0.479 5.349
58 N -1.577 -3.402 2.404
59 C -2.277 -2.734 1.264
60 C -1.357 -4.849 2.334
61 H 0.501 -0.201 0.883
62 H 0.261 0.526 2.463
63 H -0.979 -0.446 1.677
64 H 2.057 -1.999 1.374
65 H 1.776 -3.183 2.663
66 H 2.306 -1.480 3.100
67 H -3.603 -0.741 4.421
68 H -3.578 -2.288 3.568
69 H -3.442 -2.179 5.353
70 H -0.228 -0.796 5.754
71 H -1.215 0.531 4.940
72 H -1.784 -0.404 6.259
73 H -1.547 -2.457 0.504
74 H -3.095 -3.312 0.833
75 H -2.687 -1.764 1.544
76 H -0.312 -5.105 2.164
77 H -2.006 -5.335 1.605
78 H -1.660 -5.285 3.286
79 O 3.267 -2.461 -8.811
80 P 2.501 -3.406 -7.935
81 N 1.116 -3.861 -8.903
82 C 0.303 -2.769 -9.192
83 C 1.086 -4.770 -10.075
84 N 1.982 -2.897 -6.309
85 C 0.938 -3.559 -5.549
86 C 2.822 -2.002 -5.487
87 N 3.228 -4.871 -7.664
88 C 4.514 -5.142 -8.144
89 C 2.548 -5.885 -6.891
90 H 0.352 -2.028 -8.394
91 H -0.754 -2.972 -9.364
92 H 0.718 -2.470 -10.155
93 H 1.204 -5.762 -9.640
94 H 1.907 -4.536 -10.753
95 H 0.188 -4.794 -10.692
96 H 0.319 -2.724 -5.222
97 H 0.363 -4.207 -6.209
98 H 1.341 -4.018 -4.645
99 H 2.072 -1.286 -5.150
100 H 3.061 -2.535 -4.567
101 H 3.690 -1.568 -5.982
102 H 4.789 -4.475 -8.961
103 H 5.294 -4.965 -7.403
104 H 4.642 -6.197 -8.387
105 H 2.939 -5.622 -5.909
106 H 2.855 -6.905 -7.123
107 H 1.463 -5.802 -6.956
108 O -4.107 2.280 -2.202
109 P -4.822 2.901 -3.334
110 N -6.505 3.178 -2.959
111 C -7.154 2.742 -1.774
112 C -7.540 3.678 -3.921
113 N -5.046 1.916 -4.752
114 C -4.002 1.811 -5.773
115 C -5.846 0.689 -4.674
116 N -4.289 4.477 -3.929
117 C -3.984 5.499 -2.923
118 C -4.736 5.094 -5.205
119 H -6.618 1.884 -1.369
120 H -8.225 2.556 -1.859
121 H -7.021 3.461 -0.965
122 H -7.700 2.930 -4.698
123 H -7.207 4.684 -4.178
124 H -8.532 3.861 -3.509
125 H -3.367 2.694 -5.696
126 H -3.486 0.890 -5.499
127 H -4.438 1.607 -6.750
128 H -5.319 -0.264 -4.723
129 H -6.556 0.635 -3.849
130 H -6.543 0.762 -5.509
131 H -4.073 5.058 -1.931
132 H -2.964 5.859 -3.058
133 H -4.780 6.242 -2.882
134 H -5.293 4.458 -5.892
135 H -3.917 5.399 -5.856
136 H -5.361 5.985 -5.143
137 O 5.143 6.170 -2.206
138 P 3.879 6.731 -2.815
139 N 2.640 6.965 -1.681
140 C 2.563 8.090 -0.813
141 C 2.015 5.711 -1.068
142 N 3.209 5.732 -4.053
143 C 1.826 5.833 -4.440
144 C 4.071 5.028 -4.978
145 N 4.182 8.360 -3.493
146 C 3.015 9.142 -4.022
147 C 5.509 8.823 -3.723
148 H 3.007 8.911 -1.376
149 H 3.262 7.965 0.013
150 H 1.617 8.282 -0.307
151 H 2.217 4.790 -1.615
152 H 0.947 5.879 -1.204
153 H 2.210 5.643 0.002
154 H 1.678 6.751 -5.008
155 H 1.527 4.876 -4.869
156 H 1.034 5.836 -3.691
157 H 4.649 4.238 -4.497
158 H 3.563 4.559 -5.820
159 H 4.782 5.650 -5.522
160 H 2.972 10.115 -3.532
161 H 3.235 9.291 -5.079
162 H 2.083 8.614 -3.819
163 H 5.583 9.423 -4.630
164 H 6.186 8.027 -4.035
165 H 5.993 9.322 -2.883
166 C 0.860 -12.557 3.678
167 Br -0.032 -10.920 4.377
168 Br 1.059 -14.034 4.998
169 Br 2.677 -11.982 2.839
170 H 0.191 -12.964 2.920
171 C -8.836 -1.469 5.132
172 Br -8.816 -2.842 3.703
173 Br -10.621 -1.514 6.060
174 Br -8.273 0.342 4.609
175 H -8.055 -1.740 5.842
176 C 1.863 -8.487 -1.232
177 Br 0.273 -7.857 -2.281
178 Br 3.253 -7.153 -0.806
179 Br 2.769 -9.983 -1.999
180 H 1.468 -8.868 -0.290
181 C -6.238 -8.481 2.798
182 Br -5.730 -7.219 4.313
183 Br -6.387 -7.535 1.176
184 Br -7.996 -9.375 3.145
185 H -5.449 -9.225 2.691

The total energy is -980676.23635 eV. As for the LUMO energy: -0.81 eV. For the maximum force, the calculation gives 4.243 eV/Å.